# 1
Formula: C14H42O12
Source: the OMol25 dataset
Level of theory: the ωB97M-V functional and the def2-TZVPD basis

CARTESIAN COORDINATES (ANGSTROEM)
1 O -3.40065 3.84444 -1.82459
2 C -2.68109 3.55550 -0.61274
3 C -1.73623 4.71188 -0.27758
4 O -2.45523 5.90989 -0.49151
5 H -3.50205 4.80127 -1.82682
6 H -3.37568 3.36876 0.22162
7 H -2.12508 2.62687 -0.66731
8 H -0.88360 4.59136 -0.94890
9 H -1.37677 4.69076 0.77348
10 H -1.83665 6.58977 -0.77500
11 O -1.64948 -4.76475 3.36442
12 C -1.14064 -3.42517 3.74383
13 C 0.30083 -3.21535 3.26108
14 O 0.33281 -3.45218 1.89581
15 H -1.54971 -5.35723 4.12938
16 H -1.86019 -2.70306 3.39094
17 H -1.04251 -3.40085 4.84675
18 H 0.90936 -3.98387 3.76039
19 H 0.63075 -2.17730 3.43559
20 H -0.21156 -4.24802 1.78705
21 O -3.84651 -3.84147 -0.16695
22 C -2.86490 -2.80384 -0.09676
23 C -2.51567 -2.32572 -1.48102
24 O -3.64448 -1.89720 -2.19318
25 H -3.83494 -4.29983 0.68516
26 H -3.28019 -1.94725 0.46092
27 H -1.94138 -3.18969 0.35109
28 H -1.97918 -3.08536 -2.04048
29 H -1.79330 -1.49541 -1.41482
30 H -4.08691 -2.70647 -2.47192
31 O 5.01271 -3.41552 4.29178
32 C 4.21095 -2.47631 3.57535
33 C 3.93712 -2.93510 2.10918
34 O 5.17515 -2.84076 1.39535
35 H 5.57238 -3.84900 3.65246
36 H 3.24371 -2.41595 4.09606
37 H 4.69039 -1.48914 3.53792
38 H 3.19178 -2.33558 1.60940
39 H 3.58829 -3.97746 2.16782
40 H 5.16518 -3.56972 0.75653
41 O 0.37135 -0.68583 -2.82400
42 C 0.18513 0.67105 -3.16572
43 C -1.23882 1.06454 -2.95037
44 O -1.29261 2.41329 -3.40476
45 H 0.52977 -0.71048 -1.87587
46 H 0.88266 1.29612 -2.60904
47 H 0.36065 0.78078 -4.22556
48 H -1.48248 1.10335 -1.89029
49 H -1.94236 0.41494 -3.46405
50 H -2.11496 2.87140 -3.19318
51 C 1.94435 4.20205 -1.62235
52 C 1.70570 4.53102 -3.10911
53 O 0.35626 4.86531 -3.33771
54 H 2.91589 3.70290 -1.48586
55 H 1.15265 3.53151 -1.25747
56 H 1.89816 5.14096 -1.02524
57 H 1.97357 3.64819 -3.72607
58 H 2.31659 5.34265 -3.49351
59 H -0.12060 4.05208 -3.55005
60 C 0.86640 1.05651 0.45944
61 C 0.62652 -0.29540 1.07443
62 O 0.50593 -1.25114 -0.00283
63 H 1.67733 0.96682 -0.24459
64 H 1.04594 1.75932 1.26261
65 H 0.02700 1.40020 -0.13928
66 H -0.31095 -0.22800 1.65698
67 H 1.42847 -0.59682 1.75263
68 H 0.38561 -2.11321 0.38102

## Properties
* HOMO energy: -0.3625 Ha
* molar mass: 402.48 g mol⁻¹
* E_tot: -39766.1178 eV
* charge: 0
* HOMO-LUMO gap: 0.36786 Ha

These are the natural (NBO) partial charges, in e, on atoms 1 to 5:
1 O -0.74
2 C -0.08
3 C -0.11
4 O -0.74
5 H 0.49

=====

# 2
Formula: C5H9NS2
Source: the OMol25 dataset
Level of theory: the ωB97M-V functional and the def2-TZVPD basis

CARTESIAN COORDINATES (ANGSTROEM)
1 C -1.42427 1.05801 -0.05716
2 C -0.52972 -0.19524 2.86727
3 C 0.43609 -0.22170 -0.98718
4 C 1.75757 0.12296 -0.37503
5 C 0.35587 -1.38672 -1.92052
6 N -0.60099 0.48551 -0.78651
7 S -1.36478 0.99683 2.13258
8 S -2.32921 2.43462 -0.49742
9 H -1.04435 -1.04091 3.29673
10 H 0.54791 -0.19909 2.86331
11 H 1.61799 0.76241 0.49235
12 H 2.38581 0.64885 -1.09485
13 H 2.27988 -0.78505 -0.07462
14 H 1.22800 -1.42742 -2.57160
15 H -0.54371 -1.32750 -2.52719
16 H 0.32728 -2.31932 -1.35604
17 H -3.09936 2.39376 0.59591

## Properties
* HOMO energy (alpha / beta): -0.2663 / -0.2662 Ha
* molar mass: 147.27 g mol⁻¹
* E_tot: -28488.3219 eV
* charge: 0
* HOMO-LUMO gap (alpha / beta): 0.26676 / 0.26671 Ha

These are the natural (NBO) partial charges, in e, on atoms 1 to 5:
1 C -0.02
2 C -0.71
3 C 0.30
4 C -0.66
5 C -0.66

=====

# 3
Formula: C4H8S
Source: the OMol25 dataset
Level of theory: the ωB97M-V functional and the def2-TZVPD basis

CARTESIAN COORDINATES (ANGSTROEM)
1 C -1.97696 0.65394 -0.00194
2 C 0.64382 -0.13380 0.73290
3 C 1.93399 -0.33419 -0.41999
4 C 1.47726 0.96603 -0.02929
5 H -2.37504 0.46598 1.04641
6 H -2.92542 0.28658 -0.72098
7 H -1.88183 1.62569 -0.51344
8 H 0.58106 -0.90645 1.88553
9 H 1.59829 -0.67165 -1.36275
10 H 2.79565 -0.84819 -0.00650
11 H 2.31632 1.55407 0.71802
12 H 0.64574 1.36407 -0.77105
13 S -0.82646 -0.61137 -0.12283

## Properties
* HOMO energy: -0.2977 Ha
* molar mass: 88.18 g mol⁻¹
* E_tot: -15108.1376 eV
* charge: 0
* HOMO-LUMO gap: 0.33377 Ha

These are the natural (NBO) partial charges, in e, on atoms 1 to 5:
1 C -0.84
2 C -0.47
3 C -0.39
4 C -0.44
5 H 0.24

=====

# 4
Formula: C4H4Cl4
Source: the OMol25 dataset
Level of theory: the ωB97M-V functional and the def2-TZVPD basis

CARTESIAN COORDINATES (ANGSTROEM)
1 C 1.95721 -0.24386 0.15963
2 C 0.61712 -0.63821 -0.24666
3 Cl 0.16351 -2.16639 -0.50596
4 C -0.42454 0.53929 -0.16413
5 C -1.84261 0.36190 -0.14001
6 Cl -2.41956 -0.41075 1.41566
7 Cl -2.29740 -0.68464 -1.55980
8 Cl -2.61455 2.00199 -0.16707
9 H 1.89685 0.88020 0.12176
10 H 2.14287 -0.52980 1.24330
11 H 2.85699 -0.64637 -0.32424
12 H -0.03590 1.53664 0.16752

## Properties
* HOMO energy: -0.3262 Ha
* molar mass: 193.89 g mol⁻¹
* E_tot: -54300.2915 eV
* charge: 0
* HOMO-LUMO gap: 0.31194 Ha

These are the natural (NBO) partial charges, in e, on atoms 1 to 5:
1 C -0.67
2 C 0.01
3 Cl 0.15
4 C -0.36
5 C -0.08

=====

# 5
Formula: C4H13NO2
Source: the OMol25 dataset
Level of theory: the ωB97M-V functional and the def2-TZVPD basis

CARTESIAN COORDINATES (ANGSTROEM)
1 C -2.39816 1.79800 2.53594
2 C -1.90856 0.59833 1.77804
3 C -1.68935 0.64751 0.44003
4 C -0.93775 -0.50174 -0.19782
5 N -0.60465 -1.69013 0.61611
6 H -3.45357 1.86642 2.27348
7 H -2.44766 1.78507 3.66640
8 H -1.85810 2.66889 2.22408
9 H -1.56790 -0.19784 2.42895
10 H -2.13952 1.39339 -0.16212
11 H -1.49053 -0.93790 -1.02251
12 H 0.00747 -0.20812 -0.68402
13 H 0.06651 -1.48216 1.32649
14 H -1.49735 -2.03325 1.13199
15 O 5.81833 -0.84046 -2.46144
16 H 5.92527 0.11238 -2.22943
17 H 5.57363 -0.70766 -3.39624
18 O 1.36729 -0.64941 -2.40228
19 H 2.22705 -1.04781 -2.57327
20 H 1.00756 -0.57350 -3.29239

## Properties
* HOMO energy: -0.3208 Ha
* molar mass: 107.15 g mol⁻¹
* E_tot: -9942.4440 eV
* charge: 0
* HOMO-LUMO gap: 0.33943 Ha

These are the natural (NBO) partial charges, in e, on atoms 1 to 5:
1 C -0.66
2 C -0.20
3 C -0.21
4 C -0.27
5 N -0.82

=====

# 6
Formula: C3H15NO3
Source: the OMol25 dataset
Level of theory: the ωB97M-V functional and the def2-TZVPD basis

CARTESIAN COORDINATES (ANGSTROEM)
1 C -1.09715 0.88341 -0.21565
2 C -0.90580 -0.64017 -0.27378
3 C -1.35302 -1.38807 1.02113
4 N -1.42977 -1.17295 -1.59560
5 H -0.60822 1.19490 0.66264
6 H -0.76430 1.40112 -1.18106
7 H -2.16545 1.06944 -0.10420
8 H 0.20237 -0.68251 -0.31391
9 H -1.20563 -0.71971 1.97051
10 H -2.45702 -1.60636 0.95794
11 H -0.77914 -2.32881 1.29519
12 H -2.02025 -0.48937 -1.96004
13 H -1.97743 -1.98499 -1.42623
14 H 3.29732 0.94886 0.24365
15 H 1.95391 1.68683 0.44193
16 O 2.52504 1.26446 -0.23088
17 H 1.11651 0.04185 -2.22662
18 H 2.46126 0.23600 -1.66164
19 O 1.99009 -0.00597 -2.48481
20 H 0.95291 0.07855 2.76230
21 H 0.78879 1.44504 1.98927
22 O 1.47498 0.76844 2.32988

## Properties
* spin multiplicity: 2
* HOMO energy (alpha / beta): 0.0156 / -0.2349 Ha
* molar mass: 113.16 g mol⁻¹
* E_tot: -10985.4582 eV
* charge: -1
* HOMO-LUMO gap (alpha / beta): 0.12817 / 0.36973 Ha

These are the natural (NBO) partial charges, in e, on atoms 1 to 5:
1 C -0.72
2 C -0.07
3 C -0.72
4 N -0.84
5 H 0.18